[1]
C30H28Cl48N3O4 | ωB97M-V with the def2-TZVPD basis set

Structure (XYZ):
```
113
Properties=species:S:1:pos:R:3
C 6.49 -3.96 -0.75
C 7.82 -3.11 -0.69
O 7.83 -1.93 -1.51
C 7.62 -0.72 -0.76
C 6.07 -0.34 -0.75
C 5.74 0.87 -1.74
C 4.44 1.59 -1.16
C 3.48 2.18 -2.28
N 2.12 1.59 -2.05
C 1.20 2.25 -1.28
C -0.19 1.86 -0.96
N -1.09 2.61 -0.12
C -0.77 2.45 1.10
O -0.43 2.08 2.15
C -0.59 0.56 -1.63
C 0.54 -0.02 -2.39
C 0.22 -1.39 -3.14
C -0.58 -2.42 -2.26
C 0.33 -3.56 -1.59
C -0.43 -4.15 -0.33
O 0.46 -4.08 0.81
C 0.45 -2.76 1.30
C -0.81 -2.08 1.97
O 1.48 -2.11 1.22
N 1.80 0.44 -2.61
H 6.46 -4.73 0.08
H 5.55 -3.35 -0.64
H 6.45 -4.47 -1.75
H 8.66 -3.79 -1.05
H 8.07 -2.91 0.41
H 8.23 0.08 -1.28
H 8.00 -0.76 0.31
H 5.82 -0.06 0.32
H 5.46 -1.23 -1.07
H 5.51 0.49 -2.77
H 6.59 1.61 -1.78
H 3.86 0.82 -0.56
H 4.73 2.42 -0.46
H 3.83 1.98 -3.34
H 3.36 3.30 -2.14
H 1.56 3.23 -0.84
H -1.61 0.12 -1.52
H 1.20 -1.89 -3.44
H -0.30 -1.18 -4.13
H -1.25 -1.99 -1.47
H -1.27 -2.98 -2.97
H 1.35 -3.15 -1.38
H 0.42 -4.37 -2.39
H -1.42 -3.64 -0.15
H -0.64 -5.24 -0.53
H -1.26 -1.37 1.21
H -0.52 -1.55 2.92
H -1.55 -2.90 2.20
C 1.12 5.90 1.46
Cl -0.14 4.68 1.15
Cl 0.68 7.43 0.69
Cl 1.27 6.12 3.21
Cl 2.67 5.32 0.80
C -1.19 -4.97 -6.28
Cl 0.28 -4.87 -5.29
Cl -1.54 -6.67 -6.64
Cl -2.55 -4.27 -5.37
Cl -0.96 -4.08 -7.79
C -2.43 2.17 5.48
Cl -3.19 1.55 3.99
Cl -1.19 3.37 5.06
Cl -3.67 2.93 6.49
Cl -1.68 0.82 6.36
C -3.02 -3.18 5.64
Cl -4.30 -4.37 5.31
Cl -3.45 -1.63 4.89
Cl -2.86 -2.96 7.39
Cl -1.48 -3.76 4.98
C -6.21 -3.94 -4.04
Cl -7.78 -3.40 -3.43
Cl -6.05 -5.69 -3.81
Cl -6.09 -3.56 -5.77
Cl -4.91 -3.11 -3.16
C -1.53 2.57 10.21
Cl -3.13 3.10 10.76
Cl -1.39 0.81 10.37
Cl -1.32 3.02 8.50
Cl -0.28 3.36 11.19
C -11.58 -1.75 -3.47
Cl -12.34 -0.15 -3.37
Cl -10.40 -1.93 -2.15
Cl -12.82 -3.01 -3.33
Cl -10.74 -1.91 -5.03
C -2.06 10.51 -0.50
Cl -0.32 10.26 -0.22
Cl -2.98 9.78 0.83
Cl -2.40 12.24 -0.59
Cl -2.53 9.73 -2.03
C -4.85 3.91 -1.24
Cl -6.04 3.82 0.07
Cl -3.32 3.17 -0.70
Cl -5.47 3.03 -2.66
Cl -4.57 5.60 -1.67
C 1.85 0.06 -6.88
Cl 0.59 -1.15 -7.12
Cl 1.38 1.58 -7.67
Cl 2.06 0.34 -5.13
Cl 3.38 -0.52 -7.57
C 9.61 -0.84 3.60
Cl 8.18 0.06 3.08
Cl 9.68 -2.39 2.73
Cl 11.07 0.10 3.25
Cl 9.51 -1.15 5.35
C -7.40 -0.07 5.55
Cl -5.92 0.64 4.89
Cl -8.76 1.04 5.29
Cl -7.74 -1.61 4.72
Cl -7.19 -0.37 7.28
```

The HOMO-LUMO gap comes out at 0.24852 Eh. The value obtained for the HOMO energy is -11.3 eV. As for the total charge: +1.

Results of the Mulliken charge analysis, in e, for atoms 1 through 5:
1. C -0.792
2. C 0.055
3. O -0.399
4. C 0.070
5. C -0.459

---

[2]
C30H28Cl4N9O3RuS | ωB97M-V with the def2-TZVPD basis set

Structure (XYZ):
```
76
Properties=species:S:1:pos:R:3
Ru 0.53 -0.11 0.93
N 1.65 -4.31 1.18
C 1.16 -3.06 0.92
S 1.87 -1.75 1.82
N 0.24 -2.97 0.01
N -0.18 -1.68 -0.32
C -1.19 -1.71 -1.12
C -1.93 -2.97 -1.39
C -2.61 -3.59 -0.35
C -3.38 -4.71 -0.61
C -3.46 -5.22 -1.90
C -2.78 -4.60 -2.93
C -2.03 -3.46 -2.69
C -1.71 -0.51 -1.83
C -3.08 -0.35 -1.99
C -3.55 0.74 -2.69
C -2.63 1.63 -3.23
C -1.29 1.37 -3.05
N -0.82 0.33 -2.37
H 2.10 -4.45 2.06
H 1.11 -5.08 0.81
H -2.53 -3.18 0.65
H -3.92 -5.19 0.20
H -4.06 -6.10 -2.09
H -2.85 -5.00 -3.94
H -1.51 -2.96 -3.50
H -3.76 -1.05 -1.53
H -4.61 0.91 -2.79
H -2.95 2.51 -3.78
H -0.54 2.04 -3.47
Cl -3.45 -1.22 3.59
C -2.28 0.01 3.91
C -2.48 0.88 4.99
C -1.58 1.86 5.27
Cl -1.86 2.93 6.61
C -0.42 2.03 4.47
C 0.54 3.04 4.66
C 1.57 3.15 3.77
C 1.67 2.24 2.71
N 0.82 1.26 2.52
C -0.24 1.14 3.39
C -1.16 0.10 3.10
O -0.95 -0.69 2.08
H -3.38 0.78 5.59
H 0.43 3.74 5.48
H 2.32 3.93 3.87
H 2.47 2.34 1.99
C 1.88 1.78 -1.06
N 2.18 0.45 -0.43
C 3.54 0.54 0.18
N 4.56 0.94 -0.77
C 4.19 2.23 -1.36
N 2.89 2.17 -2.03
C 2.96 1.14 -3.07
N 3.32 -0.17 -2.52
C 2.30 -0.55 -1.55
C 4.61 -0.05 -1.84
H 1.83 2.52 -0.26
H 0.91 1.70 -1.53
H 3.79 -0.44 0.59
H 3.52 1.26 1.00
H 4.95 2.53 -2.08
H 4.14 2.98 -0.56
H 3.71 1.43 -3.81
H 1.99 1.06 -3.56
H 2.56 -1.51 -1.10
H 1.34 -0.61 -2.04
H 5.37 0.24 -2.57
H 4.88 -1.02 -1.42
Cl -1.86 3.95 1.86
C -2.19 3.19 0.27
Cl -3.84 3.52 -0.24
C -1.89 1.68 0.40
O -2.77 0.88 0.62
O -0.62 1.49 0.29
H -1.51 3.66 -0.44
```

The HOMO-LUMO gap (spin up / spin down) comes out at 0.27304 / 0.24612 Eh. As for the spin multiplicity: 2. The value obtained for the HOMO energy (spin up / spin down) is -7.7 / -7.7 eV. As for the total charge: 0. As for the energy above the lowest of the compared OMol25 structures with the same formula, charge and spin: 0.0000 eV.

Results of the Mulliken charge analysis, in e, for atoms 1 through 5:
1. Ru -0.079
2. N -0.466
3. C 0.506
4. S -0.516
5. N -1.233

---

[3]
C30H28F2I2N4O3RuS2 | ωB97M-V with the def2-TZVPD basis set

Structure (XYZ):
```
72
Properties=species:S:1:pos:R:3
Ru 0.63 0.29 0.19
I 2.68 4.83 -6.15
C 2.44 3.72 -4.40
C 3.55 3.13 -3.79
C 3.37 2.39 -2.65
I 5.05 1.57 -1.72
C 2.10 2.18 -2.04
O 2.00 1.47 -0.97
C 1.02 2.82 -2.68
C -0.33 2.76 -2.03
N -0.69 1.38 -1.68
C -2.12 1.30 -1.40
C -2.48 -0.07 -0.91
C -3.71 -0.63 -1.23
C -4.04 -1.88 -0.72
C -3.10 -2.55 0.05
C -1.89 -1.92 0.29
N -1.58 -0.70 -0.15
C 1.19 3.56 -3.84
H 4.54 3.26 -4.21
H -1.08 3.20 -2.70
H -0.35 3.34 -1.10
H -0.47 0.78 -2.47
H -2.73 1.55 -2.28
H -2.34 2.03 -0.62
H -4.40 -0.09 -1.86
H -5.00 -2.33 -0.93
H -3.29 -3.52 0.48
H -1.12 -2.43 0.85
H 0.33 4.03 -4.29
C 0.37 -2.47 -1.85
N 1.33 -1.57 -1.22
C 2.27 -1.12 -2.25
C 2.07 -2.31 -0.17
C 2.98 -1.38 0.56
C 4.29 -1.73 0.88
C 5.10 -0.85 1.58
C 4.59 0.39 1.95
C 3.29 0.74 1.62
C 2.47 -0.13 0.92
H 0.89 -3.28 -2.38
H -0.24 -1.92 -2.57
H -0.29 -2.92 -1.11
H 2.72 -1.99 -2.74
H 3.04 -0.51 -1.80
H 1.74 -0.53 -2.99
H 2.61 -3.16 -0.60
H 1.32 -2.70 0.53
H 4.67 -2.71 0.59
H 6.12 -1.12 1.83
H 5.21 1.09 2.49
H 2.91 1.72 1.91
F 0.55 2.16 2.51
C 0.34 2.03 1.16
F -0.99 2.56 1.02
H 0.97 2.81 0.69
O -3.26 -4.02 2.91
S -2.65 -3.13 3.86
O -2.66 -3.52 5.25
N -1.13 -2.76 3.36
C -1.01 -1.51 3.01
S 0.45 -0.79 2.49
C -2.29 -0.71 3.19
C -2.51 0.62 2.90
C -3.80 1.12 3.08
C -4.83 0.30 3.55
C -4.60 -1.04 3.85
C -3.31 -1.51 3.67
H -1.71 1.24 2.54
H -4.01 2.16 2.86
H -5.82 0.71 3.68
H -5.38 -1.68 4.22
```

The HOMO-LUMO gap (spin up / spin down) comes out at 0.25793 / 0.25287 Eh. As for the spin multiplicity: 2. The value obtained for the HOMO energy (spin up / spin down) is -5.0 / -4.8 eV. As for the total charge: -1. As for the energy above the lowest of the compared OMol25 structures with the same formula, charge and spin: 0.0000 eV.

Results of the Mulliken charge analysis, in e, for atoms 1 through 5:
1. Ru 0.423
2. I 0.004
3. C -0.483
4. C -0.438
5. C -0.214

---

[4]
C30H28MoN3O9PSSe2 | ωB97M-V with the def2-TZVPD basis set

Structure (XYZ):
```
75
Properties=species:S:1:pos:R:3
Mo -0.67 -0.86 -0.47
O -0.59 4.61 3.77
C -0.07 3.58 3.45
O 0.69 2.85 4.26
C -0.26 2.93 2.11
C 0.84 2.68 1.29
C 0.71 1.79 0.25
N -0.46 1.17 0.02
C -1.56 1.58 0.68
C -1.51 2.46 1.72
C -2.83 0.87 0.23
O -3.92 1.28 0.49
O -2.57 -0.21 -0.51
H 1.81 3.11 1.50
H 1.55 1.51 -0.37
H -2.42 2.71 2.26
Se 1.44 -1.66 -1.73
P 1.84 -3.43 -0.41
Se 3.31 -3.25 1.08
C 2.19 -4.77 -1.59
C 1.20 -5.21 -2.46
C 1.47 -6.23 -3.36
C 2.74 -6.79 -3.41
C 3.73 -6.34 -2.55
C 3.46 -5.34 -1.64
C 0.17 -3.85 0.24
C -1.01 -3.40 -0.34
C -2.26 -3.70 0.19
C -2.33 -4.48 1.33
C -1.16 -4.95 1.92
C 0.09 -4.63 1.39
H 0.21 -4.77 -2.43
H 0.70 -6.57 -4.03
H 2.96 -7.58 -4.12
H 4.72 -6.78 -2.59
H 4.22 -4.99 -0.95
H -0.96 -2.89 -1.32
H -3.15 -3.32 -0.28
H -3.29 -4.73 1.76
H -1.22 -5.56 2.81
H 1.00 -4.97 1.86
O -1.29 -1.09 1.58
C -0.11 -0.96 2.00
O 0.79 -0.97 1.11
C 0.22 -0.76 3.44
N 1.34 0.18 3.61
C 2.13 -0.26 4.79
C 1.43 -1.52 5.33
C 0.69 -2.07 4.11
H -0.67 -0.38 3.94
H 0.93 1.95 3.88
H 1.93 0.10 2.78
H 2.16 0.53 5.54
H 3.15 -0.48 4.48
H 0.72 -1.25 6.11
H 2.14 -2.24 5.74
H -0.14 -2.72 4.37
H 1.37 -2.59 3.44
N -1.15 -0.36 -2.69
C -0.32 0.79 -3.03
C -0.74 2.03 -2.57
C 0.16 3.07 -2.52
C 1.47 2.87 -2.94
C 1.82 1.70 -3.60
C 0.91 0.65 -3.66
S 2.69 4.08 -2.45
O 2.62 3.90 -1.00
O 3.92 3.63 -3.06
O 2.16 5.34 -2.92
H -1.05 -1.14 -3.33
H -2.13 -0.08 -2.68
H -1.74 2.14 -2.17
H -0.11 4.03 -2.10
H 2.82 1.60 -3.98
H 1.19 -0.29 -4.12
```

The HOMO-LUMO gap (spin up / spin down) comes out at 0.22510 / 0.20554 Eh. As for the spin multiplicity: 3. The value obtained for the HOMO energy (spin up / spin down) is -8.2 / -8.2 eV. As for the total charge: 0. As for the energy above the lowest of the compared OMol25 structures with the same formula, charge and spin: 1.0403 eV.

Results of the Mulliken charge analysis, in e, for atoms 1 through 5:
1. Mo -0.959
2. O -0.553
3. C 0.068
4. O -0.500
5. C 0.401

---

Number 1: largest force on an atom 5.096 eV/A. Number 2: largest force on an atom 0.217 eV/A. Number 3: largest force on an atom 1.108 eV/A. Number 4: largest force on an atom 0.540 eV/A.